(1)
C6H20HgO13S2 | the ωB97M-V functional and the def2-TZVPD basis

Each line ends with the Löwdin charge.
Element x y z (Å)
Hg -1.857 0.041 0.828  0.832
S -5.672 3.014 0.450  0.082
O -5.429 4.461 0.440  -0.490
O -4.573 2.204 -0.159  -0.469
O -5.779 2.504 1.807  -0.404
O -6.904 2.806 -0.295  -0.475
S 1.699 -1.447 3.130  0.058
O 1.935 -0.378 4.106  -0.452
O 0.546 -2.123 3.780  -0.442
O 1.211 -0.960 1.824  -0.509
O 2.875 -2.253 3.057  -0.461
O -1.987 1.375 3.983  -0.390
H -1.899 2.278 4.345  -0.134
O -4.108 -1.798 2.378  -0.492
H -3.713 -2.667 2.590  -0.151
C 4.830 -0.043 -3.112  -0.101
C 4.288 -1.115 -2.169  -0.338
O 2.870 -1.187 -2.172  -0.074
H 4.200 0.816 -2.881  0.073
H 4.650 -0.368 -4.136  0.060
H 5.886 0.117 -2.896  0.061
H 4.501 -0.960 -1.112  0.121
H 4.796 -2.033 -2.467  0.092
H 2.533 -0.981 -1.297  0.092
C 1.425 4.386 2.051  -0.099
C 1.536 3.526 0.820  -0.307
O 0.239 3.064 0.283  -0.110
H 2.436 4.665 2.347  0.061
H 0.925 3.903 2.890  0.089
H 0.827 5.239 1.731  0.063
H 2.223 2.697 0.993  0.111
H 2.032 4.073 0.018  0.082
H -0.209 3.902 0.146  0.064
C -1.614 -4.904 -2.233  -0.134
C -2.415 -3.700 -2.545  -0.336
O -1.688 -2.625 -1.979  -0.083
H -0.572 -4.788 -2.531  0.060
H -1.816 -5.861 -2.715  0.060
H -1.379 -4.913 -1.169  0.092
H -3.378 -3.877 -2.066  0.118
H -2.603 -3.642 -3.618  0.097
H -0.867 -2.452 -2.447  0.084

Atoms 1-6, force components in eV/Å:
-0.74 -0.06 1.67
0.63 -0.57 0.35
1.01 1.26 -0.07
0.61 0.40 -0.95
-0.53 -0.06 1.58
-1.82 -0.71 -1.28

Output
2S+1 = 1
orbital gap = 0.104 hartree
total charge = -4


(2)
C4H10NO2S | the ωB97M-V functional and the def2-TZVPD basis

Each line ends with the Mulliken spin population.
Element x y z (Å)
O 2.194 -0.149 -1.050  -0.001
C 1.055 0.221 -0.841  0.001
N 0.365 -0.304 0.233  0.000
C -1.015 0.021 0.547  0.007
C -2.074 -0.856 -0.191  -0.041
S -3.069 -1.857 0.905  0.989
C 0.525 1.433 -1.545  0.001
H 0.534 -1.278 0.426  0.002
H -1.161 -0.172 1.605  -0.009
H -1.211 1.086 0.463  -0.002
H -2.808 -0.245 -0.732  0.043
H -1.553 -1.407 -0.981  0.009
H 0.632 1.296 -2.621  0.000
H 1.122 2.303 -1.289  0.000
H -0.523 1.703 -1.402  0.000
H 1.677 -0.857 2.446  0.000
H 2.730 -0.440 1.536  0.000
O 2.580 -0.496 2.493  0.000

Atoms 1-6, force components in eV/Å:
-0.15 -0.45 -0.43
0.96 0.46 1.14
-1.35 0.15 -0.55
-0.57 -0.24 0.41
0.43 0.68 -0.03
0.07 -0.17 -0.30

Output
2S+1 = 2
expectation value of S² = 0.753
energy relative to the best compared isomer or geometry (same formula, charge and spin) = 11.03 kcal/mol
orbital gap (alpha / beta) = 0.382 / 0.257 hartree


(3)
C13H15BiN8O3Se4 | the ωB97M-V functional and the def2-TZVPD basis

Each line ends with the Löwdin charge.
Element x y z (Å)
Bi 6.755 -2.425 14.127  1.398
O 6.858 -4.279 18.149  0.029
C 6.949 -3.557 17.163  -0.497
N 6.535 -3.854 15.902  -0.200
C 5.716 -5.030 15.840  -0.191
C 5.911 -5.688 14.472  -0.276
C 6.445 -6.960 14.290  -0.022
C 6.747 -7.399 13.017  -0.060
C 6.300 -6.663 11.932  -0.057
C 5.704 -5.439 12.180  -0.131
N 5.497 -4.934 13.431  0.016
C 7.625 -2.210 17.339  -0.185
C 8.040 -1.854 18.628  0.003
C 8.634 -0.624 18.825  -0.041
C 8.784 0.216 17.705  -0.035
C 8.325 -0.180 16.429  -0.131
N 7.693 -1.360 16.303  -0.043
H 6.145 -5.714 16.674  0.143
H 4.681 -4.817 16.005  0.110
H 6.717 -7.531 15.199  0.126
H 7.368 -8.293 12.961  0.116
H 6.557 -7.031 10.935  0.115
H 5.529 -4.837 11.296  0.080
H 7.824 -2.620 19.375  0.122
H 8.997 -0.353 19.828  0.118
H 9.205 1.206 17.810  0.101
H 8.495 0.472 15.577  0.102
Se 5.501 -1.670 11.559  -0.237
Se 7.327 -0.435 10.837  -0.145
Se 9.352 -1.685 11.285  -0.127
Se 9.466 -1.843 13.589  -0.127
N 2.599 -3.793 12.726  0.040
N 1.592 -3.152 13.486  0.000
C 1.942 -2.172 14.349  -0.396
N 1.034 -1.496 14.989  0.200
N 3.279 -1.970 14.502  0.136
N 3.747 -0.866 15.067  -0.382
O 3.085 -0.012 15.708  0.018
O 5.012 -0.689 15.024  -0.179
H 3.461 -3.858 13.304  0.040
H 2.834 -3.235 11.907  0.054
H 0.697 -3.625 13.530  0.150
H 0.094 -1.441 14.622  0.129
H 1.394 -0.693 15.556  0.115

Atoms 1-6, force components in eV/Å:
0.22 0.59 -0.01
-0.27 0.05 -0.04
0.37 0.05 -0.47
0.09 0.84 0.97
2.23 -2.33 0.44
-1.22 0.22 -0.01

Output
2S+1 = 1
energy relative to the best compared isomer or geometry (same formula, charge and spin) = 13.81 kcal/mol
orbital gap = 0.217 hartree


Calculated values (eV/A) of max |F| for the records, taken in order: 5.22, 1.56, 3.26.